C3H4O2 in the gas phase, computed with wB97M-V/def2-TZVPD.

Element x y z (Å)
C: 0.527 -0.300 0.735
C: 0.327 0.692 -0.487
C: -0.782 0.213 0.282
O: -0.552 1.622 0.250
O: -1.847 -0.494 -0.008
H: 0.684 -1.251 0.291
H: 1.168 -0.018 1.637
H: 0.541 0.852 -1.549
H: -2.402 -0.072 -0.556

Calculated values
* structure (SMILES): O[C@@]12C[C@@H]1O2
* HOMO-LUMO gap: 9.39 eV
* energy above the lowest of the compared OMol25 structures with the same formula, charge and spin: 94.6 kcal per mole
* HOMO level: -8.569 eV
* LUMO: 0.0301 Ha

=====

C2H6N4S in the gas phase, computed with wB97M-V/def2-TZVPD.

Element x y z (Å)
C: 1.246 -1.103 0.549
C: 0.010 -1.479 -0.170
N: 1.370 0.156 0.702
N: -0.652 -0.171 -0.392
N: 0.208 0.811 0.389
N: 0.207 2.072 -0.131
S: -2.286 -0.043 0.210
H: 2.084 -1.675 0.783
H: 0.094 -1.833 -1.216
H: -0.742 -2.222 0.479
H: 0.846 2.112 -0.956
H: 0.400 2.633 0.675
H: -2.786 0.743 -0.921

Calculated values
* structure (SMILES): NN1N=CCN1S
* HOMO-LUMO gap: 9.05 eV
* energy above the lowest of the compared OMol25 structures with the same formula, charge and spin: 100.5 kcal per mole
* HOMO level: -8.106 eV
* LUMO: 0.0346 Ha

=====

2 unconnected molecules or ions with the total composition C6H5Cl3F8O, computed with wB97M-V/def2-TZVPD.

Element x y z (Å)
C: 0.774 1.322 1.723
C: -0.145 2.339 2.453
C: 0.739 3.445 3.092
F: 1.744 3.917 2.355
F: -0.003 4.490 3.394
F: -1.049 2.832 1.565
F: -0.860 1.738 3.389
O: -0.020 0.387 0.999
C: 0.454 -0.130 -0.285
C: -0.516 -1.067 -1.006
F: -0.173 -1.512 -2.253
F: -0.895 -2.165 -0.327
F: 0.665 0.899 -1.083
F: 1.575 -0.792 0.045
H: 1.409 0.844 2.469
H: 1.507 1.762 1.046
H: 1.294 3.128 3.975
H: -1.438 -0.509 -1.166
C: -0.908 -4.154 -4.028
Cl: -1.765 -4.352 -2.484
Cl: -1.732 -2.908 -5.025
Cl: -0.774 -5.685 -4.984
H: 0.119 -3.828 -3.863

Calculated values
* multiplicity: 2
* HOMO-LUMO gap (spin up / spin down): 8.63 / 2.16 eV
* HOMO level (spin up / spin down): -13.638 / -13.638 eV
* total charge: +1
* LUMO (spin up / spin down): -0.1841 / -0.4217 Ha

=====

no.,energy (hartree),M (g/mol)
1,-267.04198,72.1
2,-696.86595,118.2
3,-2485.92693,351.4